Computed, not measured: a cluster of 7 separate species, C14H28Br14 in total at a distorted geometry, with ωB97M-V with the def2-TZVPD basis set.

Results
HOMO ... -10.130 eV
Calculated total energy ... -36586.3895 hartree
Structure (SMILES) ... BrCCBr.BrCCBr.BrCCBr.BrCCBr.BrCCBr.BrCCBr.BrCCBr
Kohn-Sham gap ... 10.13 eV
ΔE to the lowest compared entry with this formula, charge and spin ... 210.4 kJ/mol
Lowest unoccupied orbital energy ... 0.0 eV
Maximum force ... 2.1 eV Å⁻¹

```
56
Properties=species:S:1:pos:R:3:forces:R:3
H 5.042044 4.461896 -4.810573 -0.079 -0.706 0.089
Br -6.766776 3.720626 -6.047383 0.091 -0.343 1.140
H -4.644286 5.057806 -4.291703 -0.162 -0.084 0.577
C -0.411506 -0.240194 0.106087 -0.358 -1.877 0.912
C 0.951264 -0.276744 -7.980053 -0.410 0.572 0.242
H -1.160706 -0.774984 2.161597 0.375 0.149 -0.062
Br 1.128454 1.274106 5.171597 -0.141 -0.005 -0.107
C -2.774996 -1.800974 8.006237 0.666 -0.250 1.395
H 4.222334 -8.562424 0.558517 0.326 0.132 -0.042
Br -1.246496 5.239416 4.146097 0.515 -1.991 -0.269
Br -3.651196 3.358266 -2.619243 -0.279 0.350 -0.118
C 4.494864 -8.216504 1.555587 -0.539 -0.769 -0.403
Br 2.633114 3.427856 -1.859703 0.484 0.084 -0.246
C -0.309796 -0.747484 -7.284813 -0.384 -0.578 -0.565
C -6.076646 3.353776 -4.193653 1.194 0.784 -0.473
H -0.377596 -1.834904 -7.253053 -0.214 0.087 -0.332
H 0.660184 -0.050704 0.166727 -0.234 -0.073 0.295
Br -2.796126 -0.858984 6.357867 0.000 0.456 -0.770
Br 2.507374 -0.999854 -7.097333 0.221 0.036 0.333
H 5.014044 3.039276 -2.536923 0.031 0.469 -0.086
H -0.441626 -0.415514 -6.254993 0.220 0.399 -0.282
H -0.961506 0.693846 0.220827 -0.170 -0.150 -0.681
Br -1.848946 -0.030044 -8.344273 0.584 -0.401 0.554
C 0.155944 2.961186 5.322467 -0.353 0.272 -0.826
C -1.563616 -1.292744 8.827257 -0.212 0.091 0.068
H -0.585956 2.811926 6.106937 0.354 0.316 0.048
C -4.644216 3.971986 -4.196363 -0.478 -0.666 -0.320
C 4.238164 4.460276 -4.074463 -1.180 0.478 -0.423
H -1.680026 -0.217784 8.965087 -0.343 -0.130 0.630
H -0.598426 -1.322574 8.321687 -0.122 -0.847 0.010
H 4.299924 5.447066 -3.615613 -0.238 -0.324 0.403
H -6.058536 2.285616 -3.977253 0.013 0.088 -0.508
Br 6.061474 -7.064744 1.442157 0.084 -0.505 -0.035
H 3.250814 -6.577954 1.337147 -0.415 0.214 0.520
H 4.614374 -9.106174 2.173887 0.645 0.261 0.093
H 0.268234 3.306416 3.220827 -0.449 0.219 -0.180
H -2.766026 -2.863824 7.764647 0.183 0.158 0.211
H 0.933374 0.810696 -7.907503 0.559 -0.063 -0.109
C -0.516126 3.283086 3.977347 0.523 0.758 1.021
Br 2.520464 4.614996 -5.216443 1.357 -0.179 0.779
H 0.918474 3.718846 5.503067 -0.311 -0.154 0.465
H -3.693186 -1.546544 8.535647 0.094 -0.142 -0.085
H -4.033626 3.629856 -5.031973 -0.328 -0.296 0.067
H -1.892036 -1.712124 0.895067 0.363 -0.256 -0.186
H -6.717196 3.829096 -3.450793 -0.036 0.154 -0.365
H 1.092414 -0.576764 -9.018403 -0.571 -0.030 0.193
Br 0.406764 -2.650794 1.587917 -0.681 0.435 -0.174
Br -0.583976 -1.152064 -1.668033 -0.142 0.814 0.769
C -0.949576 -1.264904 1.211067 0.870 0.978 -0.867
Br 1.742354 -8.325054 2.385967 0.601 0.349 0.004
H 3.894164 2.356436 -3.695453 0.013 0.158 -0.035
C 4.128124 3.259926 -3.132373 -0.418 -0.010 -0.481
C 3.420644 -7.334034 2.103697 0.122 0.154 -0.242
H -1.300926 2.559616 3.756457 -0.167 0.548 -0.159
Br -1.377706 -2.194104 10.642627 -0.244 0.692 -1.490
H 3.829974 -6.922404 3.026247 -0.829 0.173 0.104
```
Forces are in eV/Å.



Computed, not measured: a structure of composition C5H7DyO3 at a distorted geometry, with ωB97M-V with the def2-TZVPD basis set.

Results
HOMO (spin up / spin down) ... -19.045 / -23.235 eV
Calculated total energy ... -1304.0497 hartree
Multiplicity ... 7
Kohn-Sham gap (spin up / spin down) ... 2.54 / 10.41 eV
Lowest unoccupied orbital energy (spin up / spin down) ... -16.5 / -12.8 eV
Maximum force ... 6.0 eV Å⁻¹
Charge ... +3
Expectation value of S² ... 12.938

```
16
Properties=species:S:1:pos:R:3:forces:R:3
H -1.624543 -0.643203 1.326061 0.067 -0.112 -0.184
C -1.424778 -1.410046 0.571817 -1.454 -0.109 0.174
O -0.020706 -1.218939 0.138061 1.163 -0.753 -1.333
H -1.945055 -2.957876 2.086917 -0.009 -0.003 -0.300
C 1.099204 3.045590 -1.168276 -0.211 1.443 -1.894
O 1.654111 -0.082336 -0.452562 3.008 4.898 -1.787
H 1.014698 2.928109 -2.245538 0.071 -0.821 -0.083
C -1.564527 -2.783387 1.082299 0.288 -0.015 0.097
H -2.032497 -1.224695 -0.325588 0.005 -0.021 0.176
H 0.975000 4.352650 0.646254 -0.031 1.091 -0.185
H -1.326335 -3.630280 0.437933 -0.202 0.149 0.148
H 1.938728 1.035891 -0.614698 -0.842 -4.402 0.460
C 0.328276 -0.127183 -0.563964 -2.875 2.941 3.194
C 1.009823 4.031347 -0.388994 -0.038 -1.448 1.998
O -0.341558 0.861539 -0.745720 0.572 -1.469 -1.003
Dy 2.260154 -2.177187 0.215997 0.488 -1.371 0.521
```
Forces are in eV/Å.



Computed, not measured: a cluster of 2 separate species, C9H18P2 in total at a distorted geometry, with ωB97M-V with the def2-TZVPD basis set.

Results
HOMO (spin up / spin down) ... -7.573 / -7.434 eV
Calculated total energy ... -1036.2778 hartree
Kohn-Sham gap (spin up / spin down) ... 7.43 / 7.11 eV
ΔE to the lowest compared entry with this formula, charge and spin ... 89.4 kJ/mol
Lowest unoccupied orbital energy (spin up / spin down) ... -0.1 / -0.3 eV
Maximum force ... 3.8 eV Å⁻¹

```
29
Properties=species:S:1:pos:R:3:forces:R:3
C -0.416712 1.162847 -1.656483 1.101 -1.214 -0.103
H -0.554043 1.923306 -0.959544 -1.317 1.560 1.191
C -1.289990 -0.062184 -1.396502 2.728 -1.561 0.889
H 3.444250 -1.559963 -0.895106 -0.100 -0.554 -0.216
C -2.081695 -2.019069 -0.089599 -0.090 -1.021 1.522
H -0.919302 -0.857663 -2.081476 -0.267 0.383 0.092
H 1.607684 1.857081 -1.305297 0.973 2.766 -0.247
H -2.272199 0.132551 -1.715391 -1.616 0.252 0.145
C -0.343828 1.136059 1.666719 1.927 -1.827 0.519
H -0.688161 1.543188 -2.633012 0.466 0.201 -0.324
H -0.291961 1.005839 2.741779 -0.153 0.166 0.219
P 3.915923 -0.517248 -0.107855 -1.543 2.082 -1.010
C 1.169625 1.099562 1.201731 -0.687 -2.027 0.353
H -1.735805 -0.305283 2.063874 -0.506 -0.732 -0.012
H -3.171886 -1.759835 -0.269877 1.340 -0.294 -0.330
H 1.868792 0.667970 1.970917 -1.045 0.296 -0.637
C -1.165921 -0.777106 0.066492 0.339 -0.910 -3.619
H 1.482418 2.072796 1.025754 0.655 2.070 -0.163
H 0.810908 -1.486703 1.394602 0.087 -0.220 0.844
C -1.423817 0.168265 1.145181 -1.758 1.908 1.004
H 4.007543 -1.247632 1.045174 -0.285 -0.697 0.984
H -1.584354 -2.731657 -0.822661 -1.147 1.020 0.423
H -0.698982 2.074651 1.486470 -0.737 2.721 -0.364
H -2.305827 0.833253 0.819319 0.959 -0.920 0.557
P 0.628967 -1.389165 0.028846 -0.336 0.649 -0.713
C 1.115798 0.963623 -1.383406 -0.446 -2.340 -1.510
H 1.713230 0.385322 -2.132587 -0.936 0.186 0.243
C 1.295373 0.330225 -0.073751 2.236 -2.811 1.144
H -2.116021 -2.643034 0.865695 0.157 0.868 -0.883
```
Forces are in eV/Å.